P | The following is a quantum chemistry calculation of a structure of composition C20H19NO4S2, from the OMol25 dataset.

Each line ends with the Mulliken charge.
Cartesian coordinates (Å):
C1 2.176 2.562 -4.363  -0.41
C2 2.019 1.216 -4.704  -0.61
C3 1.144 0.406 -3.978  -0.15
C4 0.434 0.951 -2.911  0.00
S1 -0.700 -0.095 -1.971  1.63
C5 -0.038 -0.306 -0.335  -0.02
C6 -0.977 -0.465 0.744  -1.43
S2 1.645 -0.779 -0.182  1.21
C7 2.606 0.616 0.461  0.18
C8 3.307 1.447 -0.415  -0.18
C9 3.990 2.562 0.079  -0.68
C10 4.030 2.804 1.456  -0.41
C11 3.395 1.923 2.336  -0.59
C12 2.692 0.821 1.841  -0.34
O1 1.729 -1.817 0.822  -0.68
O2 2.191 -0.983 -1.509  -0.60
O3 -1.918 0.678 -1.829  -0.70
O4 -0.718 -1.382 -2.635  -0.66
C13 0.531 2.308 -2.604  -0.38
C14 1.434 3.106 -3.310  -0.61
H1 2.874 3.190 -4.920  0.39
H2 2.578 0.779 -5.532  0.38
H3 1.014 -0.644 -4.230  0.44
H4 -0.455 -0.428 1.709  0.52
H5 -1.748 0.318 0.672  0.63
H6 3.314 1.229 -1.482  0.45
H7 4.493 3.233 -0.619  0.40
H8 4.563 3.675 1.842  0.37
H9 3.445 2.086 3.414  0.38
H10 2.214 0.114 2.518  0.43
H11 -0.083 2.720 -1.805  0.41
H12 1.546 4.157 -3.036  0.41
N1 -2.218 -2.346 0.799  -0.48
C15 -3.134 -2.469 1.773  0.71
C16 -3.856 -3.699 1.966  -0.47
C17 -4.782 -3.830 2.994  -0.49
C18 -5.050 -2.754 3.856  -0.48
C19 -4.381 -1.536 3.670  -0.66
C20 -3.446 -1.388 2.650  -0.38
H13 -1.548 -1.544 0.682  0.80
H14 -2.067 -3.135 0.172  0.13
H15 -3.647 -4.533 1.292  0.29
H16 -5.306 -4.778 3.133  0.35
H17 -5.775 -2.864 4.664  0.35
H18 -4.586 -0.688 4.326  0.34
H19 -2.930 -0.440 2.497  0.24

Lowest unoccupied orbital energy: -1.8 eV

Q | The following is a quantum chemistry calculation of an isolated molecule of C20H19NO4S2, from the OMol25 dataset.

Each line ends with the Mulliken charge.
Cartesian coordinates (Å):
C1 -2.989 2.881 -2.071  -0.42
C2 -2.994 1.604 -1.509  -0.67
C3 -2.268 1.346 -0.347  -0.19
C4 -1.555 2.381 0.260  -0.29
S1 -0.736 2.069 1.841  1.83
C5 0.974 1.771 1.615  -0.39
C6 1.844 1.992 2.782  -0.65
S2 1.572 1.072 0.137  1.21
C7 1.892 2.203 -1.248  0.19
C8 0.968 2.264 -2.295  -0.22
C9 1.231 3.039 -3.427  -0.70
C10 2.458 3.697 -3.545  -0.41
C11 3.416 3.585 -2.530  -0.58
C12 3.137 2.835 -1.383  -0.32
O1 2.894 0.533 0.431  -0.74
O2 0.540 0.187 -0.378  -0.67
O3 -0.815 3.272 2.660  -0.78
O4 -1.393 0.851 2.299  -0.70
C13 -1.547 3.663 -0.292  -0.13
C14 -2.255 3.905 -1.469  -0.68
H1 -3.565 3.086 -2.976  0.38
H2 -3.571 0.797 -1.960  0.37
H3 -2.268 0.350 0.089  0.39
H4 2.809 1.498 2.587  0.32
H5 1.980 3.078 2.923  0.24
H6 0.046 1.692 -2.236  0.46
H7 0.482 3.094 -4.220  0.39
H8 2.677 4.266 -4.447  0.37
H9 4.397 4.049 -2.649  0.35
H10 3.893 2.721 -0.608  0.40
H11 -0.986 4.454 0.202  0.43
H12 -2.246 4.907 -1.899  0.40
C15 -0.095 -0.082 7.747  -1.47
C16 0.415 0.456 6.457  1.19
C17 0.285 -0.300 5.290  -0.80
C18 0.731 0.218 4.092  -0.04
N1 1.243 1.474 4.035  0.20
C19 1.448 2.186 5.166  -0.13
C20 1.036 1.705 6.392  -0.79
H13 0.287 0.507 8.580  0.36
H14 -1.190 -0.056 7.783  0.31
H15 0.214 -1.123 7.880  0.37
H16 -0.172 -1.295 5.285  0.40
H17 0.697 -0.328 3.146  0.48
H18 1.937 3.151 5.038  0.39
H19 1.217 2.308 7.282  0.35

Lowest unoccupied orbital energy: -0.8 eV

Last place for stability: P

P | The following is a quantum chemistry calculation of an isolated molecule of C4H6N4O, from the OMol25 dataset.

Each line ends with the Mulliken charge.
Cartesian coordinates (Å):
C1 -2.520 0.355 -0.115  -0.72
N1 -1.133 0.325 -0.066  0.65
N2 -0.329 1.263 -0.452  -0.91
C2 0.932 1.042 -0.371  -0.41
C3 1.570 -0.175 0.023  0.77
N3 2.884 -0.382 0.201  -0.37
N4 0.833 -1.222 0.322  -0.57
C4 -0.478 -1.064 0.447  0.42
O1 -1.302 -1.852 0.857  -0.59
H1 -2.929 1.070 -0.977  0.28
H2 -2.773 -0.677 -0.287  0.31
H3 -3.050 0.723 0.846  0.24
H4 1.478 1.823 -0.777  0.42
H5 3.725 0.047 -0.151  0.22
H6 3.093 -1.276 0.500  0.26

Lowest unoccupied orbital energy: 0.3 eV

Q | The following is a quantum chemistry calculation of a structure of composition C4H6N4O, from the OMol25 dataset.

Each line ends with the Mulliken charge.
Cartesian coordinates (Å):
C1 -2.660 -0.487 -0.043  -0.87
C2 0.117 1.547 -0.005  -0.19
C3 2.161 0.373 0.143  0.03
C4 -0.295 -0.615 0.043  0.55
H1 -3.346 -0.277 0.857  0.24
H2 -3.062 -0.148 -0.960  0.35
H3 -2.478 -1.553 -0.171  0.35
H4 0.592 2.463 -0.107  0.46
H5 2.583 1.411 0.901  0.20
H6 3.767 -0.460 0.052  0.28
N1 -1.368 0.120 0.100  0.49
N2 -1.189 1.432 -0.151  -0.83
N3 0.714 0.366 0.030  0.10
N4 2.831 -0.698 -0.292  -0.46
O1 -0.114 -1.861 0.099  -0.68

Lowest unoccupied orbital energy: 0.5 eV

Last place for stability: Q

P | The following is a quantum chemistry calculation of a cluster of 3 separate species, C2H8O3 in total, from the OMol25 dataset.

Each line ends with the Mulliken charge.
Cartesian coordinates (Å):
C1 -1.738 0.230 0.054  -0.80
C2 -1.020 -0.225 1.287  0.11
O1 -0.063 -0.945 1.335  -0.45
H1 -2.588 -0.450 -0.077  0.31
H2 -2.229 1.187 0.254  0.31
H3 -1.168 0.270 -0.871  0.22
H4 -1.539 0.183 2.182  0.30
O2 2.382 0.819 0.232  -0.70
H5 2.495 -0.024 0.723  0.36
H6 1.430 0.915 0.251  0.30
O3 1.016 -0.497 -1.796  -0.61
H7 1.855 -0.056 -1.603  0.36
H8 1.166 -1.407 -1.971  0.29

Lowest unoccupied orbital energy: 0.8 eV

Q | The following is a quantum chemistry calculation of a cluster of 2 separate species, C2H8O3 in total, from the OMol25 dataset.

Each line ends with the Mulliken charge.
Cartesian coordinates (Å):
C1 0.000 0.000 0.000  -0.60
O1 -0.001 1.099 -0.911  -0.30
C2 1.221 1.550 -1.438  -0.31
O2 1.021 2.704 -2.230  -0.45
H1 0.455 -0.855 -0.529  0.26
H2 -0.945 -0.334 0.460  0.23
H3 0.686 0.324 0.801  0.26
H4 1.628 0.764 -2.102  0.29
H5 1.997 1.792 -0.687  0.32
H6 0.459 2.335 -2.943  0.29
O3 2.656 5.442 -1.975  -0.64
H7 2.008 4.785 -2.314  0.33
H8 2.993 5.897 -2.780  0.31

Lowest unoccupied orbital energy: 0.8 eV

R | The following is a quantum chemistry calculation of a cluster of 3 separate species, C2H8O3 in total, from the OMol25 dataset.

Each line ends with the Mulliken charge.
Cartesian coordinates (Å):
C1 0.649 -1.458 0.057  -0.84
C2 0.086 -1.544 1.229  0.33
O1 -1.242 -1.642 1.158  -0.49
H1 1.646 -1.429 -0.253  0.28
H2 -0.030 -1.354 -0.814  0.13
H3 0.393 -1.700 2.344  0.24
H4 -1.818 -1.666 1.971  0.33
O2 -1.145 1.239 -1.539  -0.66
H5 -1.224 0.302 -1.847  0.32
H6 -0.532 1.256 -0.773  0.39
O3 0.813 2.470 -0.163  -0.71
H7 1.767 2.392 -0.374  0.32
H8 0.636 3.135 -0.997  0.36

Lowest unoccupied orbital energy: 0.7 eV

Last place for stability: R